{
  "formula": "C4H10ClNO",
  "method": "ωB97M-V/def2-TZVPD",
  "molar_mass_g_mol": 123.583,
  "total_charge": 0,
  "spin_multiplicity": 1,
  "e_homo_ev": -9.86,
  "de_lowest_ev": 1.947,
  "symbols": ["C", "C", "C", "C", "N", "O", "Cl", "H", "H", "H", "H", "H", "H", "H", "H", "H", "H"],
  "coordinates": [[1.3135, -0.1244, -0.7422], [0.0233, 0.7756, 1.3278], [-1.0655, -0.3740, -0.7208], [0.0987, 0.4709, -0.1591], [-1.1712, -1.6700, -0.2238], [0.0147, 2.0488, -0.6991], [-2.6800, 0.5536, -0.3591], [2.2323, 0.4242, -0.5442], [1.1868, -0.2452, -1.8092], [1.4442, -1.0290, -0.3450], [1.0308, 0.8386, 1.6577], [-0.5897, -0.0137, 1.7131], [-0.5815, 1.7096, 1.5252], [-1.0843, -0.5629, -1.7876], [-2.0013, -2.0551, -0.6468], [-1.1100, -1.6947, 0.7228], [-0.1981, 2.1621, -1.6487]],
  "nbo_charge": [-0.638, -0.645, 0.009, 0.292, -0.806, -0.794, -0.194, 0.228, 0.215, 0.220, 0.223, 0.201, 0.267, 0.210, 0.386, 0.362, 0.464]
}